Computed, not measured: 7 unconnected molecules or ions with the total composition C29H55IO10 at a distorted geometry, with wB97M-V/def2-TZVPD.

Summary:
HOMO energy: -0.337 hartree
Energy relative to the best compared isomer or geometry (same formula, charge and spin): 0.000 eV
SMILES: CCO[C@]1(I)COC(=O)O1.C1CCOC1.C1CCOC1.C1CCOC1.C1CCOC1.C1CCOC1.C1CCOC1

ORCA input file:
```
! RIJCOSX wB97M-V def2-TZVPD def2/J DEFGRID3
* xyz 0 1
C -0.71679 -2.20811 -4.66303
C -0.38382 -1.71465 -3.28121
O -1.48364 -0.89240 -2.85469
C -1.37426 -0.41990 -1.60213
I -3.01322 1.04951 -1.47436
C -0.12079 0.32807 -1.15685
O -0.28073 0.26431 0.28248
C -1.25686 -0.61501 0.55971
O -1.85433 -0.73163 1.60286
O -1.45982 -1.38015 -0.58059
H -1.66712 -2.72033 -4.63247
H 0.06267 -2.85332 -5.02600
H -0.82853 -1.34639 -5.30853
H -0.24148 -2.55619 -2.61605
H 0.51256 -1.10846 -3.33741
H -0.07350 1.37014 -1.40353
H 0.83301 -0.11008 -1.42161
C -2.43792 -5.16271 2.52385
C -2.08128 -4.19927 1.39539
C -0.85378 -4.86968 0.79646
O -1.02358 -6.27663 0.99124
C -2.10505 -6.50992 1.89641
H -3.47438 -5.09321 2.84970
H -1.79565 -4.98055 3.38889
H -2.88866 -4.16645 0.66065
H -1.88687 -3.18388 1.72848
H 0.06143 -4.55592 1.31255
H -0.73640 -4.66682 -0.26883
H -2.95558 -6.90336 1.32874
H -1.80264 -7.25924 2.62880
C 0.49383 -1.07321 5.37187
C 0.81105 -1.32792 3.90163
C 1.51879 -0.03997 3.50931
O 2.19002 0.42470 4.68729
C 1.72977 -0.30844 5.82560
H 0.32368 -1.98048 5.94935
H -0.39347 -0.44239 5.45789
H 1.49243 -2.17759 3.80789
H -0.06777 -1.52525 3.29076
H 0.80266 0.72422 3.19073
H 2.24986 -0.18096 2.71246
H 2.52481 -0.99136 6.14473
H 1.52490 0.38776 6.64008
C 2.66723 2.89584 -4.71333
C 2.64578 4.13924 -3.82790
C 1.37456 3.92212 -3.01950
O 1.22344 2.50346 -2.88226
C 2.12829 1.83366 -3.76653
H 3.65347 2.65007 -5.10303
H 1.98875 3.02603 -5.55888
H 3.51653 4.14471 -3.16871
H 2.63497 5.07438 -4.38444
H 0.49709 4.31471 -3.54255
H 1.41707 4.37361 -2.02847
H 2.93329 1.38898 -3.16974
H 1.59743 1.03304 -4.28508
C 4.41814 -4.09825 -4.77868
C 4.28789 -3.90677 -6.28720
C 2.79444 -3.65636 -6.43990
O 2.36834 -3.00874 -5.23493
C 3.40643 -3.09068 -4.25243
H 5.42286 -3.92330 -4.39840
H 4.12036 -5.11166 -4.50187
H 4.85221 -3.02651 -6.60267
H 4.63318 -4.75851 -6.87011
H 2.24205 -4.59622 -6.54269
H 2.55462 -3.01952 -7.29149
H 3.85707 -2.09824 -4.13911
H 2.97120 -3.38434 -3.29636
C -7.74222 1.94888 0.91372
C -7.95480 3.45003 0.74056
C -6.52158 3.95517 0.64834
O -5.76095 2.90539 0.04591
C -6.53641 1.70219 0.01822
H -8.60508 1.34713 0.63324
H -7.49207 1.72347 1.95266
H -8.48531 3.64784 -0.19355
H -8.51311 3.91235 1.55296
H -6.10704 4.15925 1.64140
H -6.42729 4.85704 0.04275
H -6.84095 1.51284 -1.01715
H -5.91967 0.86869 0.35443
C 3.61659 4.77568 4.36047
C 2.48031 3.91048 4.89887
C 2.44613 4.32719 6.36164
O 2.86784 5.69457 6.40517
C 3.41950 6.06816 5.14168
H 3.58232 4.92537 3.28229
H 4.57990 4.32602 4.61187
H 1.54137 4.18005 4.40871
H 2.63598 2.84113 4.76867
H 3.14316 3.73015 6.95999
H 1.45304 4.24540 6.80476
H 2.71094 6.73314 4.63490
H 4.34913 6.61476 5.30522
*
```


Computed, not measured: a molecular structure, C30H55N4OP2SV at a distorted geometry, with wB97M-V/def2-TZVPD.

Summary:
HOMO energy (spin up / spin down): -0.314 / -0.315 hartree
Energy relative to the best compared isomer or geometry (same formula, charge and spin): 1.389 eV

ORCA input file:
```
! RIJCOSX wB97M-V def2-TZVPD def2/J DEFGRID3
* xyz 1 4
C -0.79325 -2.43067 -1.83208
C 1.44362 -2.21244 -1.12731
C -0.49970 -3.59369 -2.54012
C 1.73130 -3.49781 -1.65409
C 0.76566 -4.17484 -2.38315
H -1.26948 -4.02977 -3.18326
H 2.71935 -3.90147 -1.45777
H 0.97935 -5.14476 -2.82528
N 0.13735 -1.79157 -1.09588
P -2.49970 -0.86201 -0.32453
P 2.43934 0.36432 -0.16048
C -2.14754 -1.76231 -1.90357
H -2.15153 -1.04186 -2.73294
H -2.92361 -2.49356 -2.14705
C 0.10428 1.61269 0.83003
O 0.25696 2.68328 1.31935
C 2.44941 -1.31342 -0.68452
H 3.45552 -1.74235 -0.60398
C 3.41132 1.04628 -1.71106
C 3.62981 0.50420 1.37212
C -3.74849 0.52657 -0.74097
C -3.25793 -2.27745 0.66826
C 2.96634 2.50561 -1.78976
H 3.20084 3.07221 -0.87624
H 3.46353 3.00996 -2.63290
H 1.88069 2.54724 -1.94544
C 4.93505 0.92595 -1.62958
H 5.39336 1.48621 -0.80758
H 5.25157 -0.12318 -1.57907
H 5.35453 1.33580 -2.56283
C 2.99725 0.25009 -2.95172
H 3.47381 0.67396 -3.84603
H 3.31135 -0.79711 -2.88088
H 1.91092 0.27008 -3.09840
C 3.96874 1.99761 1.53265
H 3.05160 2.60069 1.60718
H 4.53356 2.12824 2.46792
H 4.58560 2.39082 0.71777
C 2.89514 0.05579 2.64020
H 2.01621 0.67586 2.85571
H 2.56990 -0.99199 2.58959
H 3.58229 0.15240 3.49778
C 4.88763 -0.36701 1.29444
H 5.55840 -0.12388 0.46996
H 5.45859 -0.19909 2.22035
H 4.65061 -1.43657 1.24657
C -3.60323 -1.70305 2.04771
H -4.05135 -2.50089 2.65677
H -2.69136 -1.35698 2.56000
H -4.31107 -0.86735 2.00576
C -2.23749 -3.41343 0.84872
H -1.91658 -3.83992 -0.10770
H -1.35373 -3.07798 1.40925
H -2.72284 -4.21052 1.43221
C -4.49070 -2.89560 -0.01607
H -4.71048 -3.84573 0.49041
H -5.38334 -2.27104 0.05853
H -4.31141 -3.13554 -1.07077
C -3.66636 0.82547 -2.23737
H -4.03090 -0.00478 -2.85559
H -4.28873 1.70376 -2.46518
H -2.63751 1.05830 -2.52235
C -3.31133 1.77468 0.04622
H -2.31041 2.11693 -0.25165
H -4.02366 2.58654 -0.16161
H -3.30019 1.59334 1.13017
C -5.20714 0.19143 -0.40600
H -5.59033 -0.62515 -1.03260
H -5.36425 -0.04136 0.65469
H -5.81450 1.08199 -0.63713
V -0.09311 -0.03829 0.05359
N -0.43001 0.78858 -1.69748
C 0.12714 1.26776 -2.62562
C -0.07018 2.23026 -3.82771
C 0.97118 2.01356 -4.91374
C -1.43379 2.03113 -4.47074
C -0.01021 3.67445 -3.35083
H 1.98908 2.23656 -4.58059
H 0.93707 0.99194 -5.30423
H 0.75239 2.69102 -5.74839
H -2.23436 2.40362 -3.82703
H -1.46648 2.60863 -5.40564
H -1.62259 0.98130 -4.71023
H -0.16583 4.33610 -4.21384
H -0.79244 3.86596 -2.60767
H 0.95266 3.93050 -2.90205
N -0.43271 0.93207 3.88699
C -0.27604 -0.39289 3.73216
N -0.25888 -1.13938 4.83839
S -0.08381 -1.22270 2.21563
H -0.60094 1.30023 4.81956
H -0.45134 1.59070 3.11289
H -0.09030 -2.13834 4.75574
H -0.27798 -0.74312 5.76503
*
```